(1)
DFT (wB97M-V/def2-TZVPD) results for 7 unconnected molecules or ions with the total composition C27H44NO26S6 at a distorted geometry.

XYZ file:
```
104
Properties=species:S:1:pos:R:3:forces:R:3:lowdin_charge:R:1
C 2.19480 5.25549 -0.21011 0.3 -0.9 -1.6 -0.110
C 0.98436 4.12296 -0.43281 -1.4 0.2 3.5 -0.304
N 0.36450 3.71240 0.75438 2.4 1.6 -4.2 0.014
C 0.56480 3.60872 -1.93197 0.7 0.0 0.7 -0.204
C 1.25722 2.14448 -2.34887 0.2 1.0 2.3 -0.248
C 0.79494 0.99581 -1.25868 -1.6 0.3 -0.6 -0.203
C -0.85896 0.84224 -1.45482 1.6 1.9 -2.3 -0.200
O -1.38719 -0.42976 -0.93673 0.1 8.1 4.4 -0.232
C -1.71013 -0.13821 0.49803 5.2 -4.8 2.2 -0.079
O -1.03660 -0.91339 1.39302 -4.9 5.3 -5.2 -0.082
C 2.86950 2.43833 -2.30341 0.8 -0.9 -0.3 -0.234
C 3.69826 1.60168 -1.16280 2.8 -2.0 2.2 -0.123
C 3.62351 1.81971 0.46083 2.4 -2.7 -1.0 -0.030
C 4.55703 0.93181 1.52702 0.7 -1.0 -3.9 -0.064
C 5.60379 -0.21422 0.97255 -2.5 2.2 -3.4 -0.069
C 5.70104 -0.46678 -0.66923 -2.5 2.5 1.0 -0.203
C 6.76238 -1.57811 -1.25988 0.6 1.2 0.5 -0.151
C 4.76348 0.42742 -1.69403 -0.1 0.4 3.9 0.000
H 3.12168 4.77557 0.36126 -2.1 1.1 -1.1 0.070
H 1.81146 6.22423 0.33369 0.7 -2.0 -1.1 0.069
H 2.56732 5.51343 -1.31307 -0.6 -0.2 2.5 0.064
H 0.84135 4.20904 1.55262 -0.4 -0.6 -1.0 0.009
H -0.60148 3.57634 -2.03699 2.9 0.0 0.8 0.059
H 1.00676 4.40308 -2.70576 -1.1 -1.6 1.7 0.109
H 1.22198 -0.08742 -1.51984 -0.6 2.4 0.7 0.119
H 0.94910 1.29785 -0.13872 0.0 -0.8 -1.7 0.074
H -1.40494 1.80263 -1.05416 0.9 -1.9 -0.4 0.113
H -1.01458 0.85792 -2.63835 0.2 -0.3 2.6 0.127
H -2.45016 0.71657 0.82683 1.5 -1.6 -1.0 0.174
H 3.14508 3.59308 -2.23927 -0.6 -2.4 0.1 0.090
H 3.29986 2.08536 -3.35951 -0.5 0.6 2.3 0.089
H 2.90171 2.61585 0.92410 1.5 -1.8 -1.1 0.052
H 4.51535 1.12595 2.69606 0.0 -0.4 -2.9 0.069
H 6.31672 -0.86878 1.63378 -1.7 1.6 -1.3 0.061
H 7.12248 -1.25160 -2.34985 -1.1 -0.9 2.3 0.079
H 6.38120 -2.68819 -1.21655 0.6 2.3 -0.2 0.072
H 7.74500 -1.50708 -0.58756 -2.1 -0.2 -1.4 0.073
H 4.82913 0.24654 -2.85149 -0.1 0.4 2.5 0.078
C -4.58004 3.29066 -4.69845 0.1 -0.5 -0.4 -0.157
C -4.07048 2.36084 -3.60050 -0.3 0.3 0.3 -0.167
O -2.65707 2.31002 -3.78071 0.0 0.7 -0.7 -0.204
S -2.14554 3.74437 -4.36502 0.9 -0.2 -0.2 0.702
O -1.66039 4.53606 -3.25643 -0.6 -1.1 -2.3 -0.263
O -1.36836 3.50082 -5.55796 -0.8 0.4 1.6 -0.225
O -3.60381 4.32546 -4.80509 0.9 -6.2 -3.7 -0.296
H -4.63304 2.77191 -5.66107 -0.1 -0.1 0.1 0.130
H -5.55949 3.71362 -4.45958 0.2 0.2 0.0 0.135
H -4.50401 1.36019 -3.66768 0.3 0.1 -0.1 0.135
H -4.26951 2.77749 -2.60746 -0.1 0.0 -0.1 0.133
C 1.56510 -3.06419 0.32360 -0.9 0.8 -0.1 -0.154
C 0.88024 -3.24695 1.67538 0.4 0.9 0.1 -0.171
O 0.64051 -4.64805 1.78587 0.7 -1.2 -0.9 -0.207
S 1.82989 -5.45179 1.01140 -0.1 0.8 0.0 0.668
O 2.81102 -5.86044 1.99198 -1.0 0.0 -1.3 -0.256
O 1.22580 -6.36871 0.07292 0.7 0.6 1.3 -0.256
O 2.43603 -4.18529 0.18288 0.0 -1.4 0.9 -0.195
H 0.83757 -3.09334 -0.49396 0.0 0.1 0.1 0.127
H 2.13285 -2.13135 0.27124 0.1 -0.3 0.0 0.141
H -0.05625 -2.68868 1.74670 0.2 -0.3 -0.1 0.096
H 1.54285 -2.95200 2.49592 0.0 0.0 -0.1 0.133
C -4.51681 7.68163 -1.10001 0.6 0.1 0.4 -0.175
C -3.84807 8.78794 -1.91154 -0.5 0.3 0.2 -0.179
O -3.37844 8.14955 -3.09673 -0.4 -0.6 0.0 -0.184
S -4.39356 6.93189 -3.48046 0.6 -0.3 0.0 0.730
O -5.31804 7.41396 -4.48250 1.0 -0.8 1.1 -0.233
O -3.61803 5.72394 -3.64116 -2.6 8.0 4.1 -0.273
O -5.18190 6.85696 -2.05540 0.0 0.4 -0.8 -0.195
H -3.77277 7.06908 -0.58065 0.0 0.1 0.0 0.137
H -5.23219 8.07709 -0.37399 0.0 -0.2 -0.3 0.133
H -3.02151 9.25784 -1.37323 0.0 -0.2 -0.2 0.136
H -4.57308 9.55432 -2.20541 0.0 0.0 0.1 0.129
C -2.92724 -5.51135 -0.64374 -0.4 -0.4 -0.1 -0.168
C -3.45806 -4.86847 -1.92228 0.5 -0.4 -0.2 -0.174
O -3.82334 -3.54180 -1.54905 -0.1 0.1 0.9 -0.193
S -2.82426 -3.03025 -0.36558 1.0 0.2 -0.5 0.703
O -1.77794 -2.23610 -0.97028 -3.1 -6.6 1.1 -0.241
O -3.62749 -2.56317 0.74034 0.8 -0.3 -1.3 -0.237
O -2.19790 -4.48382 0.02517 -0.4 0.5 -0.3 -0.198
H -3.74774 -5.82669 0.00886 0.0 -0.1 -0.1 0.118
H -2.27846 -6.36672 -0.85038 0.1 0.3 0.1 0.141
H -4.31758 -5.40425 -2.33209 0.0 0.3 0.2 0.134
H -2.67438 -4.80121 -2.68428 0.0 -0.1 0.1 0.134
C -5.49714 -6.30581 4.34870 0.7 0.4 -0.1 -0.171
C -5.47103 -5.98436 2.85682 -0.4 0.7 0.3 -0.174
O -5.43334 -7.25071 2.20282 -0.1 -0.9 0.7 -0.203
S -6.25128 -8.33686 3.10374 -0.1 -0.3 -0.1 0.677
O -7.58932 -8.45167 2.56743 1.7 -0.2 0.8 -0.241
O -5.39495 -9.47712 3.33374 -1.3 1.3 -0.5 -0.236
O -6.32693 -7.45930 4.47562 -0.3 -0.4 -1.0 -0.197
H -4.49773 -6.56334 4.71393 -0.1 0.1 -0.1 0.135
H -5.89883 -5.48000 4.94195 -0.1 -0.3 -0.1 0.137
H -4.60551 -5.37949 2.57615 -0.1 -0.3 -0.1 0.135
H -6.38833 -5.47199 2.54799 0.1 0.0 0.1 0.135
C 5.98329 -1.77735 5.48882 0.0 -0.7 -0.3 -0.173
C 7.47197 -2.03871 5.70148 -0.3 -0.1 0.6 -0.180
O 8.13943 -1.10107 4.85999 -0.7 0.6 -0.4 -0.196
S 7.24009 0.25607 4.76115 0.1 0.6 -0.3 0.678
O 7.76156 1.21313 5.71154 -0.7 -1.0 -1.3 -0.240
O 7.03211 0.56578 3.36572 0.7 -0.2 2.2 -0.250
O 5.85841 -0.36142 5.36743 1.0 0.4 0.0 -0.195
H 5.63268 -2.23138 4.55636 0.0 0.0 0.1 0.135
H 5.37678 -2.14363 6.32144 0.1 0.3 -0.1 0.135
H 7.75668 -3.06104 5.44152 0.1 0.3 -0.2 0.136
H 7.76453 -1.83171 6.73632 -0.1 -0.1 0.0 0.130
```
Positions in Å, forces in eV/Å.

Summary:
Electronic energy: -5454.48052 hartree
Energy above the lowest of the compared OMol25 structures with the same formula, charge and spin: 658.05 kJ/mol
Net charge: -1
E_HOMO: -2.35 eV
Lowest unoccupied orbital energy: 0.06461 Eh
HOMO-LUMO gap: 4.1 eV

(2)
DFT (wB97M-V/def2-TZVPD) results for 7 unconnected molecules or ions with the total composition C27H44O20Si at a distorted geometry.

XYZ file:
```
92
Properties=species:S:1:pos:R:3:forces:R:3:lowdin_charge:R:1
C 1.31254 -1.93085 -2.38523 0.1 -0.1 0.5 0.012
C 0.86628 -0.83737 -1.45022 1.4 1.1 2.4 -0.503
O 1.45329 -0.55037 -0.38118 -1.7 -0.8 -3.2 0.056
O -0.17892 -0.06818 -1.86136 0.4 -0.5 0.7 -0.100
C -1.25536 -0.72938 -2.55621 -0.4 0.3 -0.3 -0.329
Si -2.20334 -1.95018 -1.46413 0.1 -0.3 -0.2 0.715
H 0.68380 -2.81658 -2.27923 0.0 0.0 0.0 0.060
H 1.28208 -1.61480 -3.42396 0.0 0.1 -0.1 0.089
H 2.32671 -2.20077 -2.10320 0.0 0.0 -0.1 0.088
H -0.93310 -1.17012 -3.49972 0.1 -0.1 0.1 0.059
H -1.94525 0.06919 -2.83256 0.1 0.1 -0.1 0.091
H -1.21106 -2.77317 -0.75230 0.0 0.1 0.2 -0.056
H -2.98910 -2.85063 -2.33814 0.0 0.1 0.0 -0.060
H -3.12163 -1.26288 -0.53525 0.1 0.1 0.0 -0.073
C 0.68951 4.59755 -0.33135 0.1 0.2 0.0 -0.018
C 0.78387 4.18957 -1.77690 0.0 0.0 0.1 -0.318
C 1.55503 2.91456 -2.04330 0.0 -0.1 0.0 -0.082
O 2.09462 3.14979 -3.35424 0.0 -0.2 0.1 0.063
C 2.19725 4.48595 -3.53390 -0.2 -0.1 0.2 -0.576
O 2.77070 5.00582 -4.43055 0.2 0.1 -0.2 0.165
O 1.55257 5.14173 -2.54305 -0.1 0.1 0.1 0.083
H 0.11752 5.51890 -0.22553 0.0 0.0 0.0 0.089
H 0.20140 3.81549 0.25002 0.0 0.0 0.0 0.078
H 1.68308 4.76773 0.08255 0.0 -0.1 0.0 0.095
H -0.20965 4.13416 -2.23106 0.0 0.0 0.0 0.158
H 0.93869 2.02144 -2.04954 0.0 0.0 -0.1 0.114
H 2.38264 2.78576 -1.34166 0.0 0.0 0.0 0.143
C -1.52363 -5.82578 1.84381 0.1 0.2 -0.1 -0.001
C -1.56777 -6.26131 0.40540 0.0 0.0 0.2 -0.307
C -0.78322 -7.51326 0.06603 0.1 0.0 -0.1 -0.065
O -0.34773 -7.24056 -1.28335 0.1 -0.2 0.1 0.074
C -0.28685 -5.90709 -1.43940 -0.3 -0.1 0.1 -0.581
O 0.19020 -5.34802 -2.37724 0.2 0.2 -0.2 0.136
O -0.86795 -5.28342 -0.39888 -0.1 0.1 -0.1 0.037
H -2.09050 -4.90516 1.97991 0.0 0.0 0.0 0.093
H -1.92685 -6.58631 2.51117 0.0 -0.1 0.0 0.101
H -0.48809 -5.63587 2.11412 -0.1 -0.1 0.2 0.057
H -2.59121 -6.32885 0.02658 0.0 0.0 0.0 0.158
H -1.37266 -8.42479 0.08483 0.0 0.0 -0.1 0.139
H 0.09792 -7.62477 0.70128 0.0 0.0 0.0 0.142
C 0.15920 -4.11746 -7.74323 -0.1 0.1 -0.1 -0.019
C -0.25064 -3.10658 -6.70551 0.0 0.0 0.0 -0.323
C -1.42605 -3.49972 -5.83311 0.0 0.0 0.1 -0.083
O -2.02188 -2.22711 -5.53317 0.0 -0.2 0.1 0.029
C -1.70110 -1.36349 -6.52842 0.2 -0.2 0.0 -0.575
O -2.17943 -0.28975 -6.66269 -0.1 0.3 0.0 0.174
O -0.75660 -1.90493 -7.32542 0.1 0.0 -0.1 0.088
H 1.00608 -3.75502 -8.32305 0.0 0.0 0.0 0.088
H 0.44515 -5.05167 -7.26037 0.0 0.0 0.0 0.093
H -0.66500 -4.30980 -8.43001 0.0 0.0 0.0 0.093
H 0.60390 -2.81821 -6.08665 0.0 0.0 0.0 0.153
H -1.14243 -4.00119 -4.91047 0.0 0.1 0.0 0.131
H -2.15337 -4.10718 -6.37622 0.0 0.0 0.0 0.140
C 4.18889 -3.50470 0.51536 0.0 -0.2 0.1 -0.016
C 2.80638 -3.79340 1.03509 0.0 0.0 0.1 -0.315
C 2.32653 -2.91346 2.17179 -0.1 0.0 0.1 -0.068
O 1.46718 -3.80591 2.91271 0.1 0.1 0.0 0.067
C 1.86643 -5.06871 2.66649 0.2 0.2 -0.2 -0.600
O 1.47217 -6.03606 3.23347 -0.2 -0.2 0.3 0.144
O 2.75957 -5.09676 1.66305 0.1 0.0 -0.3 0.086
H 4.44865 -4.18842 -0.29214 0.0 0.0 0.0 0.089
H 4.23171 -2.48714 0.13499 0.0 0.1 0.0 0.089
H 4.92620 -3.62437 1.31007 0.0 0.1 0.0 0.093
H 2.07465 -3.79716 0.22395 0.0 0.0 0.0 0.147
H 1.76786 -2.04251 1.84419 -0.1 0.0 0.0 0.126
H 3.14712 -2.60756 2.82429 0.0 0.0 0.0 0.141
C -4.08238 3.44547 1.97857 0.1 0.0 -0.1 -0.020
C -2.99359 3.19159 2.98726 0.0 0.0 0.0 -0.319
C -2.76040 4.29925 3.99679 0.0 0.0 0.0 -0.079
O -1.35563 4.17066 4.26853 -0.1 0.2 0.2 0.051
C -0.76658 3.59988 3.19654 -0.3 0.0 -0.1 -0.577
O 0.40468 3.52985 3.02803 0.3 0.0 0.0 0.161
O -1.70088 3.12863 2.34496 -0.1 -0.1 -0.1 0.078
H -4.17954 2.60464 1.29382 0.0 0.0 0.0 0.086
H -5.03567 3.58900 2.48658 0.0 0.0 0.0 0.093
H -3.85636 4.33662 1.39318 0.0 0.0 0.0 0.093
H -3.14801 2.23654 3.49639 0.0 0.0 0.0 0.158
H -3.32384 4.18777 4.91827 0.1 0.0 0.1 0.141
H -2.94411 5.28763 3.57015 0.0 0.0 0.0 0.142
C 2.35059 6.96167 5.06672 -0.1 0.1 -0.1 -0.017
C 1.25647 7.46355 5.97211 0.0 0.0 0.0 -0.321
C 0.38926 6.39198 6.60178 -0.1 -0.1 0.0 -0.087
O -0.87586 7.05715 6.73514 0.0 -0.2 0.1 0.060
C -0.94067 8.02647 5.79499 0.3 -0.2 0.0 -0.578
O -1.92330 8.62319 5.50841 -0.3 0.2 -0.1 0.163
O 0.26985 8.20624 5.22485 0.1 0.1 0.0 0.085
H 2.92075 7.79109 4.65165 0.0 0.0 0.0 0.087
H 3.03140 6.31968 5.62544 0.0 0.0 0.0 0.092
H 1.92668 6.39022 4.24084 0.0 -0.1 0.0 0.089
H 1.65780 8.13318 6.73777 0.0 0.0 0.0 0.156
H 0.73389 6.05515 7.57537 -0.1 0.1 0.1 0.137
H 0.25845 5.53405 5.93779 0.0 0.0 0.0 0.125
```
Positions in Å, forces in eV/Å.

Summary:
Electronic energy: -2849.61168 hartree
E_HOMO: -10.54 eV
Lowest unoccupied orbital energy: 0.01077 Eh
HOMO-LUMO gap: 10.8 eV
Structure (SMILES): C[C@@H]1COC(=O)O1.C[C@@H]1COC(=O)O1.C[C@@H]1COC(=O)O1.C[C@@H]1COC(=O)O1.C[C@@H]1COC(=O)O1.C[C@@H]1COC(=O)O1.CC(=O)OC[SiH3]

E_HOMO of number 2 (C27H44O20Si)?
-10.54 eV

Among the records above, which one has the lowest E_HOMO?
C27H44O20Si

Which of these has the highest electronic energy?
C27H44O20Si

Which of these has the highest HOMO-LUMO gap?
C27H44O20Si